(1)
The molecule C10H9N3OS at a distorted geometry, computed with ωB97M-V/def2-TZVPD.

Last column: natural (NBO) charge in e.
Geometry (Å):
C 1.030734 -1.351729 2.791949  -0.2585
O 0.575166 -0.054333 2.389105  -0.4949
C 0.240730 0.157045 1.140087  0.3359
C -0.640828 1.211330 0.972753  -0.2581
C -1.118433 1.463340 -0.340267  -0.1499
C -0.759699 0.700784 -1.408498  -0.1251
C -1.322077 0.941311 -2.794247  -0.2086
N -0.747279 2.244482 -3.384869  -0.2861
C 0.590858 2.102255 -3.790460  0.4156
N 1.723240 1.966386 -3.800292  -0.3249
N -1.689182 3.157836 -3.759186  -0.2819
C -2.852746 3.532539 -3.568358  0.1940
S -4.304448 4.144403 -3.312656  0.0223
C 0.058140 -0.428829 -1.234278  -0.1494
C 0.596577 -0.702110 0.060602  -0.3120
H 0.822903 -1.331273 3.840972  0.2021
H 2.100584 -1.546875 2.593372  0.1910
H 0.280875 -2.033642 2.286985  0.1875
H -0.774224 1.727090 1.847544  0.2261
H -1.811741 2.305792 -0.473805  0.2140
H -1.206337 -0.057472 -3.206820  0.2236
H -2.310602 1.321612 -2.796275  0.2090
H 0.249529 -1.136388 -2.043719  0.2122
H 1.149757 -1.549562 0.076661  0.2160

Cartesian forces, eV/Å:
-1.473 0.062 -1.100
1.431 -0.157 1.928
-0.288 -1.348 -2.231
0.725 -1.227 -3.879
-0.258 1.491 2.593
0.130 -1.276 -1.279
0.700 1.339 1.656
1.106 -2.624 -0.037
-4.064 1.908 0.848
1.458 -0.411 -0.491
-1.800 1.512 -0.558
3.014 -1.191 0.089
1.052 -0.490 -0.325
0.227 0.520 2.010
-2.719 3.138 -1.709
0.206 -0.369 0.670
-0.629 0.047 -0.193
1.377 -0.005 0.611
-1.053 1.669 1.647
0.313 -0.340 -0.052
0.070 0.593 -1.646
-1.433 -0.877 0.438
0.073 0.368 0.137
1.832 -2.329 0.873

Properties
HOMO-LUMO gap = 8.70 eV
electronic energy = -1023.996170 hartree

(2)
A cluster of 2 separate species, C10H9N6O5 in total at a distorted geometry, computed with ωB97M-V/def2-TZVPD.

Last column: natural (NBO) charge in e.
Geometry (Å):
C -3.879139 -2.803078 -0.328890  -0.3865
N -2.433897 -2.656506 -0.178259  -0.4705
C -1.813998 -1.317890 -0.052202  0.7654
O -2.561980 -0.334278 -0.007153  -0.6996
N -0.468718 -1.298168 -0.007271  -0.7187
C 0.218842 -2.386191 0.467477  0.6178
O 1.294998 -2.317338 1.082288  -0.6753
C -0.389107 -3.704598 0.173669  -0.4081
C -1.662902 -3.764820 -0.276481  0.0428
H -4.109657 -3.873914 -0.243566  0.1811
H -4.435639 -2.302922 0.468762  0.2113
H -4.212537 -2.458555 -1.316749  0.1901
H 0.194685 -4.601843 0.328286  0.2087
H -2.100685 -4.697783 -0.673461  0.1862
C 2.385205 2.158532 3.047321  -0.2664
O 3.045369 2.694499 1.860653  -0.4771
C 2.459134 2.472355 0.681805  0.6945
N 2.880383 3.298475 -0.291497  -0.5054
C 2.187027 3.241323 -1.410992  0.3024
N 2.028173 4.317115 -2.292478  -0.1417
O 0.955393 3.981936 -3.040070  -0.1943
N 0.398549 2.622344 -2.617199  0.4075
O -0.603757 2.235928 -3.171318  -0.3429
C 1.199455 2.186694 -1.610252  -0.1033
C 0.936609 1.272931 -0.567851  0.1700
N 1.549823 1.507009 0.589232  -0.4897
H 3.111988 2.259749 3.861538  0.1881
H 1.483216 2.738912 3.276264  0.1816
H 2.086243 1.118177 2.888475  0.2296
H 0.256924 0.411895 -0.640090  0.3022

Cartesian forces, eV/Å:
0.280 -0.177 -0.192
-0.877 1.296 -0.462
-0.245 -0.915 -0.103
0.236 -0.799 -0.310
-0.270 0.258 0.767
-0.079 -0.526 0.301
-0.450 0.175 -0.680
-0.086 -0.225 -0.357
1.115 -0.436 0.795
0.048 0.234 -0.086
0.233 0.218 -0.230
-0.107 0.128 0.295
0.131 0.061 -0.322
0.006 0.593 0.515
0.152 -0.119 -0.393
-0.480 -0.305 0.635
1.307 1.937 -1.582
0.630 -0.563 2.049
-1.968 1.698 -1.715
0.356 -3.065 2.157
-0.683 -2.115 0.017
0.461 0.726 -0.058
0.749 0.255 0.313
0.041 2.641 -1.441
0.577 0.305 1.245
-1.343 -1.490 -1.067
-0.186 -0.039 -0.334
0.229 0.004 -0.138
0.205 0.184 0.062
0.021 0.059 0.318

Properties
HOMO-LUMO gap = 6.39 eV
electronic energy = -1091.101592 hartree
total charge = -1

(3)
A cluster of 2 separate species, C10H9NO in total at a distorted geometry, computed with ωB97M-V/def2-TZVPD.

Last column: natural (NBO) charge in e.
Geometry (Å):
O -4.519245 1.121522 0.414537  -0.5218
C -3.377417 1.012678 0.240107  0.8782
N -2.216479 1.021161 0.286050  -0.5249
C -0.931322 1.313220 0.107748  0.1410
C 0.014840 1.178114 1.185977  -0.2320
C 1.362336 1.491005 1.002692  -0.2015
C 1.758277 1.902526 -0.261060  -0.2276
C 0.779926 2.311612 -1.195539  -0.1952
C -0.526257 2.031161 -1.061422  -0.2150
H -0.359586 0.751728 2.147483  0.2213
H 2.105732 1.223255 1.792313  0.2253
H 2.676815 2.350064 -0.465792  0.2116
H 1.213047 2.831153 -2.125149  0.2177
H -1.299196 2.393645 -1.792212  0.2252
C -1.057383 -2.288534 -1.739390  -0.2744
C -1.304336 -2.236503 -0.569215  0.0023
C -1.474054 -2.084124 0.880925  -0.6963
H -0.595904 -2.598417 -2.644953  0.2352
H -1.514918 -1.032818 1.157454  0.2417
H -0.421806 -2.497017 1.257769  0.2438
H -2.356707 -2.715877 1.244665  0.2453

Cartesian forces, eV/Å:
-1.567 -0.446 -0.472
-1.147 0.896 0.849
0.622 -0.992 0.218
3.332 2.065 0.233
-1.462 -0.852 -0.445
0.308 -1.282 -0.041
-2.048 1.537 0.319
2.965 0.392 -1.736
-2.364 -0.637 0.382
0.401 0.445 -0.904
-0.767 0.594 -0.679
1.907 -0.133 -0.020
-1.071 -0.728 1.455
0.880 -0.660 0.775
0.475 -0.597 -0.126
-0.353 0.604 0.535
1.527 -1.946 0.228
-0.289 0.286 -0.334
-0.314 -0.285 0.126
-2.436 0.692 -0.144
1.402 1.047 -0.216

Properties
HOMO-LUMO gap = 9.45 eV
electronic energy = -516.339664 hartree

(4)
A structure of composition C10H9NO2 at a distorted geometry, computed with ωB97M-V/def2-TZVPD.

Last column: natural (NBO) charge in e.
Geometry (Å):
C 4.173393 -0.546621 0.093231  -0.1340
C 2.051184 0.311411 0.041105  0.3272
C 1.207733 1.463047 -0.394047  -0.2399
C -0.149581 1.387958 -0.297666  -0.1930
C -0.737031 0.198399 0.025073  -0.0790
C -0.037987 -0.953369 0.306820  -0.2015
C 1.317312 -0.839094 0.291999  -0.3230
C -2.391215 0.121192 0.119010  0.5285
C -4.287300 0.415479 0.420871  -0.1525
C -4.182102 -0.561584 -0.510964  0.0095
H 4.282481 -0.985040 0.831139  0.1523
H 4.097972 -1.018043 -0.619990  0.1446
H 5.314759 0.014219 0.207546  0.1374
H 1.544159 2.392612 -0.497927  0.2067
H -0.768148 2.359026 -0.654481  0.2323
H -0.279943 -1.901436 0.673915  0.2262
H 1.717712 -1.857813 0.295208  0.2095
H -5.270216 0.552539 0.968087  0.2202
H -5.056832 -1.195763 -1.242366  0.2350
N -3.022052 0.966057 0.807937  -0.4369
O 3.320753 0.453855 -0.169673  -0.4602
O -2.845056 -0.777032 -0.694825  -0.4093

Cartesian forces, eV/Å:
5.756 15.270 -0.425
-5.051 2.124 -2.135
0.328 -4.605 2.620
-1.076 2.374 -1.589
-5.693 -1.691 0.885
0.407 2.656 -0.065
2.670 -1.552 -0.380
10.869 1.601 -0.242
-3.460 0.144 1.070
-3.942 -1.762 -1.859
-0.272 -7.350 13.293
-0.004 -9.626 -12.714
-2.785 -1.428 -1.150
2.230 3.430 -0.920
1.286 -2.583 1.196
-1.781 -1.060 0.019
1.084 0.595 0.543
1.456 0.603 -0.905
3.192 2.086 2.750
-3.387 -1.830 -0.504
-0.088 3.070 1.189
-1.738 -0.466 -0.678

Properties
HOMO-LUMO gap = 9.09 eV
electronic energy = -591.405949 hartree

(5)
The molecule C10H9NO2 at a distorted geometry, computed with ωB97M-V/def2-TZVPD.

Last column: natural (NBO) charge in e.
Geometry (Å):
O 3.253398 1.592175 -0.326866  -0.7194
C 2.262425 1.499667 0.642639  -0.1009
C 1.326726 0.537769 0.070060  -0.0083
C 1.788874 -0.347788 -0.954218  -0.2392
C 0.715271 -1.083677 -1.528433  -0.2375
C -0.463498 -1.429919 -1.136639  0.2746
O -1.249228 -2.183551 -1.938019  -0.6536
C -0.838146 -0.565772 -0.081573  0.1413
N -2.157068 -0.731773 0.213541  -0.4629
C -2.657665 -0.231846 1.306753  0.0702
C -1.967297 0.901293 2.043280  -0.2676
C -0.649852 1.176344 1.543177  -0.1563
C -0.066183 0.469060 0.467008  -0.1148
H 2.694449 1.316086 -1.262980  0.4774
H 2.524820 1.236453 1.760382  0.2021
H 1.868625 2.579983 0.899813  0.1661
H 2.798129 -0.230731 -1.457179  0.2453
H 1.126118 -1.584908 -2.395257  0.2090
H -2.223447 -1.861757 -1.737866  0.5074
H -3.835530 -0.277428 1.455090  0.1953
H -2.548610 1.145264 3.161030  0.2506
H -0.042397 1.979668 1.968925  0.2211

Cartesian forces, eV/Å:
-0.246 -0.129 -3.008
-0.398 2.382 2.172
-1.017 -1.330 -0.602
-2.552 2.311 1.567
7.047 -1.684 -3.423
-1.596 1.758 0.581
-3.036 0.923 1.259
-2.930 -0.467 0.084
-0.728 -0.670 1.350
-1.521 3.831 0.196
-0.094 -2.589 0.954
-2.063 0.699 1.700
0.889 -1.598 0.062
2.534 1.778 3.902
0.600 -0.252 -2.277
-0.046 -1.768 -0.943
-1.535 -0.995 0.878
-0.467 -0.348 -0.576
2.561 -1.097 -0.254
2.634 -0.498 -0.080
2.289 -0.002 -3.677
-0.326 -0.255 0.134

Properties
HOMO-LUMO gap = 8.36 eV
electronic energy = -591.546594 hartree

(6)
The molecule C10H9NO4 at a distorted geometry, computed with ωB97M-V/def2-TZVPD.

Last column: natural (NBO) charge in e.
Geometry (Å):
C 1.974447 3.394208 -2.874529  -0.6271
C 0.921292 3.559360 -1.731033  -0.0745
O 1.002269 2.653482 -0.603965  -0.4539
C 0.836245 1.354219 -0.924087  0.2610
C 0.475993 0.394273 0.028501  -0.1274
N -0.051519 -0.865403 -0.243017  -0.4162
C -0.553851 -1.217454 0.939868  0.4726
C -1.136464 -2.480329 1.156632  0.1664
C -0.984914 -3.092943 2.376962  -0.2284
C -1.865492 -4.295698 2.514793  -0.3192
C -2.232342 -4.411931 1.231308  0.1073
O -1.842172 -3.344430 0.427032  -0.3870
O -0.269732 -0.312123 1.942399  -0.4511
C 0.249307 0.789411 1.380836  0.7084
O 0.577688 1.808105 1.950780  -0.5457
H 1.638691 4.189255 -3.595656  0.2229
H 1.719209 2.378993 -3.341796  0.1974
H 2.976496 3.444125 -2.642394  0.2162
H -0.011562 3.303094 -2.263136  0.1842
H 1.096994 4.616228 -1.233650  0.2158
H 0.901539 1.002584 -1.937633  0.1820
H -0.342925 -2.818215 3.211061  0.2268
H -2.141304 -4.870916 3.438828  0.2543
H -2.937894 -5.177897 0.791898  0.2150

Cartesian forces, eV/Å:
-4.082 -1.190 -0.890
1.576 1.246 0.128
0.412 -1.222 -0.863
-0.867 -1.199 2.035
0.322 2.821 -2.994
-0.895 -0.237 2.208
2.520 1.695 -4.687
0.404 -2.838 4.921
-0.747 -0.509 2.471
1.888 1.804 -0.500
-2.076 -0.799 -1.053
-1.422 -0.860 -1.571
-2.047 -1.949 1.754
2.028 1.682 0.174
-0.874 -1.169 0.165
0.709 -0.783 0.434
0.755 1.444 0.267
2.108 0.297 0.697
-0.127 1.076 0.683
-1.136 -2.148 -1.136
0.061 0.307 -0.531
-0.282 0.587 -0.332
0.616 0.581 -1.447
1.154 1.365 0.066

Properties
HOMO-LUMO gap = 7.75 eV
electronic energy = -742.054912 hartree

(7)
The molecule C10H9NO4 at a distorted geometry, computed with ωB97M-V/def2-TZVPD.

Last column: natural (NBO) charge in e.
Geometry (Å):
O 1.536746 0.891919 -0.288192  -0.5242
N 0.519220 1.443966 -1.006636  -0.0168
C 0.577962 1.894407 -2.266800  -0.1289
C -0.699068 2.321777 -2.612731  -0.2981
C -1.483132 2.063322 -1.518739  -0.2860
C -0.776323 1.482582 -0.489731  0.0849
C -1.067148 1.156308 0.861400  -0.4710
C -0.354664 -0.059671 1.311602  0.2524
O 0.190932 -0.052616 2.582038  -0.4025
C 0.802826 -1.254650 2.843799  0.0099
C 0.564822 -2.049900 1.759132  0.1519
C -0.123858 -1.336306 0.800694  0.1457
O -0.483318 -2.159760 -0.224305  -0.4593
C 0.265761 -3.354334 0.124890  0.2094
O 0.895184 -3.314587 1.394227  -0.4565
H 2.345969 0.773608 -0.883140  0.4879
H 1.468116 2.195801 -2.835025  0.2157
H -0.837243 2.887112 -3.540934  0.2254
H -2.527280 2.287259 -1.665916  0.2210
H -0.666363 2.085377 1.400457  0.2486
H -2.157138 1.030428 1.041048  0.2501
H 1.089191 -1.297190 3.862189  0.2124
H 1.164882 -3.332448 -0.494741  0.1439
H -0.246075 -4.302405 -0.154588  0.1842

Cartesian forces, eV/Å:
2.449 -0.324 -0.406
-0.782 -0.297 0.380
0.128 1.373 -1.484
2.653 0.114 -0.954
-2.455 0.150 -0.111
1.251 0.645 -3.782
-0.082 0.745 2.411
0.317 -2.263 0.517
-0.104 0.333 -1.057
-1.138 0.305 -0.937
1.652 0.584 2.678
-1.121 2.268 0.870
0.103 -0.788 0.536
1.839 -1.181 -3.139
-1.835 0.234 0.682
-1.847 0.390 0.845
-0.098 -0.767 0.726
-0.534 -0.474 0.583
-0.339 -0.181 1.075
-0.767 -1.497 0.223
0.624 0.435 -0.155
0.625 -0.611 0.407
-0.209 -0.041 -0.823
-0.330 0.847 0.916

Properties
HOMO-LUMO gap = 8.45 eV
electronic energy = -741.981463 hartree

(8)
A structure of composition C10H9OS at a distorted geometry, computed with ωB97M-V/def2-TZVPD.

Last column: natural (NBO) charge in e.
Geometry (Å):
C 2.835716 0.618786 0.352984  -0.2555
C 1.753470 1.554439 0.219540  -0.2068
C 2.680430 -0.607823 -0.111498  -0.2020
C 0.599793 1.177368 -0.320645  -0.2141
C 1.424137 -1.065642 -0.577417  -0.2443
C 0.350034 -0.214334 -0.573860  -0.0133
C -3.427815 -0.347382 0.001879  -0.6428
C -1.992330 -0.048737 -0.204209  -0.0886
C -5.062573 0.618479 -0.067845  0.3777
C -0.981536 -0.660720 -0.815427  -0.2968
O -5.017529 1.795584 -0.323945  -0.6394
S -6.170921 -0.512516 0.286743  -0.3899
H 3.876963 0.875325 0.709029  0.1966
H 1.959812 2.578617 0.380279  0.1976
H 3.602663 -1.262507 0.113268  0.1956
H -0.166746 1.969360 -0.275796  0.2201
H 1.489569 -2.090331 -0.702237  0.2064
H -3.679528 -0.609804 1.071832  0.2347
H -3.703307 -1.338009 -0.571462  0.1968
H -1.679400 0.951034 0.191369  0.1715
H -1.080810 -1.585536 -1.401944  0.1964

Cartesian forces, eV/Å:
1.142 3.256 0.631
3.277 -0.662 0.005
1.055 -2.651 0.406
-1.628 -0.454 0.682
1.955 1.394 1.029
0.567 1.263 -0.749
-1.729 -2.542 -0.336
-1.084 2.363 0.595
3.239 0.563 -0.882
-1.093 -1.403 -0.717
-0.037 -0.199 0.135
-1.913 -1.002 0.434
-1.511 0.230 -0.167
0.020 0.980 0.534
-1.823 0.414 -0.982
0.105 -0.862 -0.726
-1.175 -2.001 -0.737
0.905 0.294 -0.906
0.413 1.869 0.968
-0.463 -1.024 0.273
-0.221 0.174 0.509

Properties
HOMO-LUMO gap = 6.79 eV
electronic energy = -859.847629 hartree
total charge = -1

| no. | highest occupied orbital energy (eV) |
| --- | --- |
| 1 | -8.74 |
| 2 | -4.86 |
| 3 | -8.80 |
| 4 | -8.26 |
| 5 | -8.50 |
| 6 | -8.08 |
| 7 | -7.87 |
| 8 | -3.66 |